24
Properties=species:S:1:pos:R:3 method="wB97M-V/def2-TZVPD" total_charge=+1 homo_energy_ev=-13.984 de_lowest_kcal_mol=37.97 multiplicity=1 homo_lumo_gap_ev=8.65
C -0.28 0.09 -0.29
C -1.89 -1.56 0.56
C 1.11 0.47 0.17
C -0.08 1.19 0.75
C -0.74 0.44 -1.69
C 1.95 -0.39 1.07
C -0.43 2.62 0.46
C -0.01 -2.40 -0.53
N -0.77 -1.28 0.03
S -3.20 -1.88 1.26
H 1.70 1.01 -0.57
H -0.31 0.90 1.77
H -0.34 1.40 -1.99
H -1.83 0.51 -1.73
H -0.41 -0.30 -2.42
H 2.64 0.25 1.62
H 2.54 -1.11 0.51
H 1.34 -0.91 1.81
H -0.11 3.25 1.30
H -1.50 2.75 0.34
H 0.07 2.99 -0.43
H 0.47 -2.09 -1.45
H -0.68 -3.24 -0.74
H 0.74 -2.73 0.18

=====

17
Properties=species:S:1:pos:R:3 method="wB97M-V/def2-TZVPD" total_charge=+1 homo_energy_ev="-13.196 / -13.198" de_lowest_kcal_mol=15.33 multiplicity=1 homo_lumo_gap_ev="7.53 / 7.53"
C 0.13 1.00 0.60
C -0.63 2.18 1.20
C -0.62 -2.40 -0.93
C 0.20 -1.28 -0.37
N 1.35 1.27 0.34
N -0.38 -0.22 0.26
Br 1.80 -1.83 0.35
Br 0.89 -0.43 -2.75
H -1.64 1.86 1.45
H -0.73 3.01 0.57
H -0.21 2.49 2.21
H -1.66 -2.29 -1.08
H -0.22 -2.61 -1.92
H -0.55 -3.29 -0.21
H 1.91 2.14 0.34
H 1.76 0.58 -0.28
H -1.42 -0.21 0.21

=====

65
Properties=species:S:1:pos:R:3 method="wB97M-V/def2-TZVPD" total_charge=+2 homo_energy_ev="-13.940 / -13.938" de_lowest_kcal_mol=13.06 s2=8.753 multiplicity=6 homo_lumo_gap_ev="8.29 / 8.27"
Mn 0.27 0.26 -0.09
C -2.40 -0.90 -1.82
N -1.77 -1.29 -0.54
C -2.62 -1.31 0.68
C -1.77 -0.80 1.82
N -0.83 0.09 1.80
C -0.46 0.32 3.14
C 0.34 1.32 3.70
C 0.43 1.28 5.04
C -0.16 0.31 5.85
C -1.00 -0.61 5.31
C -1.19 -0.54 3.93
N -2.02 -1.27 3.08
C -1.32 -0.38 -2.73
N -0.22 0.20 -2.26
C 0.47 0.68 -3.36
C 1.72 1.23 -3.44
C 2.15 1.68 -4.68
C 1.33 1.54 -5.82
C 0.09 0.99 -5.75
C -0.31 0.56 -4.50
N -1.42 -0.19 -4.09
H -3.24 -0.19 -1.68
H -2.92 -1.78 -2.23
H -1.24 -2.14 -0.64
H -2.99 -2.32 0.97
H -3.50 -0.69 0.54
H 0.91 2.00 3.08
H 0.98 2.04 5.61
H -0.01 0.35 6.90
H -1.47 -1.38 5.90
H -2.72 -1.96 3.27
H 2.35 1.30 -2.53
H 3.12 2.10 -4.73
H 1.61 1.91 -6.78
H -0.44 0.87 -6.63
H -2.16 -0.51 -4.69
N -2.12 2.26 -0.69
N -1.54 3.49 -0.37
C -0.34 3.54 0.22
N 0.03 4.69 0.72
N 0.46 2.49 0.19
N 1.68 2.44 0.76
O 2.30 3.31 1.30
O 2.14 1.27 0.68
H -2.21 2.27 -1.69
H -3.01 2.24 -0.32
H -2.06 4.32 -0.65
H -0.54 5.51 0.71
H 0.97 4.85 1.07
C 2.14 -3.92 2.74
C 1.82 -3.26 1.45
C 1.72 -3.76 0.15
C 1.59 -2.64 -0.68
N 1.45 -1.53 0.04
N 1.53 -1.96 1.32
C 1.56 -2.54 -2.17
H 2.29 -5.01 2.61
H 1.38 -3.73 3.53
H 3.06 -3.44 3.10
H 1.84 -4.79 -0.16
H 1.72 -1.30 2.07
H 1.45 -1.49 -2.44
H 0.67 -3.11 -2.50
H 2.43 -2.99 -2.66

=====

83
Properties=species:S:1:pos:R:3 method="wB97M-V/def2-TZVPD" total_charge=+2 homo_energy_ev="-12.118 / -12.098" s2=0.761 multiplicity=2 homo_lumo_gap_ev="5.52 / 4.77"
Ru 0.70 -0.57 -0.24
O 0.81 2.58 -3.27
C 0.62 1.68 -2.31
O 1.58 1.01 -1.88
C -0.73 1.53 -1.83
C -1.78 2.32 -2.27
C -3.04 2.18 -1.71
C -3.21 1.25 -0.69
C -2.15 0.45 -0.28
N -0.91 0.56 -0.87
C -2.24 -0.53 0.80
O -3.39 -0.77 1.42
O -1.23 -1.14 1.18
H 1.75 2.64 -3.52
H -1.59 3.06 -3.03
H -3.87 2.79 -2.06
H -4.18 1.17 -0.21
H -4.18 -0.46 0.96
Cl 3.02 -2.78 5.94
C 2.37 -1.82 4.68
C 2.63 -2.17 3.36
C 2.11 -1.38 2.36
Cl 2.34 -1.78 0.71
C 1.35 -0.21 2.58
O 0.93 0.53 1.62
C 1.08 0.07 3.95
Cl 0.07 1.41 4.29
C 1.58 -0.71 4.97
H 3.22 -3.04 3.13
H 1.37 -0.46 6.00
C 0.66 5.27 3.99
N -0.65 5.05 3.45
C -0.98 4.17 2.49
Se 0.07 2.87 1.67
N -2.30 4.29 2.24
C -2.85 5.25 3.05
C -4.14 5.75 3.17
C -4.33 6.73 4.12
C -3.28 7.20 4.92
C -1.99 6.73 4.79
C -1.78 5.74 3.84
H 1.35 4.52 3.60
H 0.63 5.21 5.08
H 1.02 6.26 3.71
H -2.80 3.74 1.55
H -4.94 5.39 2.56
H -5.31 7.14 4.26
H -3.49 7.96 5.65
H -1.19 7.11 5.40
C 5.40 -2.27 -2.89
C 4.84 -3.24 -2.08
C 3.48 -3.27 -1.84
C 2.65 -2.32 -2.44
C 3.21 -1.34 -3.25
C 4.58 -1.32 -3.48
As 0.74 -2.23 -1.99
C 0.44 -3.97 -1.17
C -0.15 -4.00 0.09
C -0.31 -5.21 0.76
C 0.14 -6.38 0.17
C 0.70 -6.36 -1.10
C 0.85 -5.16 -1.77
C -0.15 -2.34 -3.73
C -0.91 -3.46 -4.06
C -1.46 -3.58 -5.33
C -1.26 -2.59 -6.27
C -0.54 -1.45 -5.94
C 0.00 -1.32 -4.67
H 6.46 -2.24 -3.06
H 5.48 -3.98 -1.61
H 3.06 -4.04 -1.21
H 2.58 -0.59 -3.71
H 5.00 -0.56 -4.12
H -0.50 -3.08 0.54
H -0.77 -5.22 1.73
H 0.04 -7.32 0.70
H 1.04 -7.28 -1.55
H 1.30 -5.13 -2.76
H -1.07 -4.25 -3.33
H -2.04 -4.46 -5.58
H -1.68 -2.69 -7.26
H -0.39 -0.67 -6.67
H 0.54 -0.42 -4.40

=====

17
Properties=species:S:1:pos:R:3 method="wB97M-V/def2-TZVPD" homo_energy_ev="-8.013 / -8.012" de_lowest_kcal_mol=136.69 multiplicity=1 homo_lumo_gap_ev="8.50 / 8.50"
C 1.28 0.47 1.75
N 0.29 -0.21 0.90
H -0.56 -0.38 1.43
H 0.66 -1.09 0.27
H 2.23 0.51 1.22
H 1.43 -0.07 2.70
H 0.94 1.49 1.96
N -0.53 -0.16 -1.53
N -1.71 -0.68 -1.38
C -0.11 0.84 -0.51
O 0.68 -1.58 -1.12
N -0.92 1.86 -0.33
H 1.41 -1.47 -1.73
H -2.07 -1.20 -2.17
H -2.02 -1.01 -0.46
H -1.89 1.57 -0.21
H 0.91 1.11 -0.78

=====

26
Properties=species:S:1:pos:R:3 method="wB97M-V/def2-TZVPD" homo_energy_ev=-9.234 de_lowest_kcal_mol=98.37 multiplicity=1 homo_lumo_gap_ev=10.05
C 3.47 1.35 0.96
C 2.45 0.86 -0.01
C 1.88 -0.51 0.43
C 0.61 -0.93 -0.25
C -0.49 0.02 0.26
C -1.55 0.26 -0.54
C -1.71 -0.37 -1.90
C -2.50 1.13 0.02
N -3.13 2.02 0.34
H 2.97 1.66 1.95
H 4.10 2.33 0.70
H 4.15 0.41 1.15
H 1.62 1.58 -0.13
H 2.86 0.73 -1.02
H 2.59 -1.33 0.42
H 1.56 -0.34 1.48
H 0.58 -1.85 0.29
H 0.64 -1.01 -1.29
H -0.28 0.40 1.21
H -1.07 0.10 -2.75
H -1.33 -1.38 -1.94
H -2.68 -0.21 -2.31
C -3.93 -1.28 0.20
C -3.35 -1.23 1.24
H -4.44 -1.37 -0.72
H -3.00 -1.05 2.23

=====

For the records above, the corresponding max |F| values read 0.960, 3.196, 2.584, 3.346, 1.878, 4.626 eV Å⁻¹.
For the records above, the corresponding energy values read -765.86233, -5415.06060, -2813.23072, -8156.82790, -376.28363, -444.62226 Eh.